(1)
ORCA calculation (the ωB97M-V functional and the def2-TZVPD basis) on a molecular structure, C84H74Cl2F3N8O4P2PbSb in a non-equilibrium geometry.

Structure (XYZ):
```
179
C84H74Cl2F3N8O4P2PbSb | the OMol25 dataset | the ωB97M-V functional and the def2-TZVPD basis
Pb -0.887 0.964 -0.539
C -4.040 -2.720 -4.346
N -3.882 -1.577 -3.462
C -4.915 -0.546 -3.515
C -2.796 -1.391 -2.680
O -2.719 -0.456 -1.894
C -1.680 -2.411 -2.862
O -0.838 -2.378 -1.742
C 0.473 -2.865 -1.970
C 1.318 -1.896 -2.797
O 1.755 -0.899 -2.238
N 1.527 -2.144 -4.113
C 1.203 -3.379 -4.807
C 2.296 -1.192 -4.904
H -4.956 -2.590 -4.915
H -4.127 -3.653 -3.785
H -3.212 -2.807 -5.053
H -5.029 -0.193 -4.542
H -4.610 0.283 -2.885
H -5.868 -0.937 -3.157
H -1.146 -2.133 -3.778
H -2.098 -3.416 -2.984
H 0.446 -3.875 -2.389
H 0.921 -2.897 -0.981
H 0.325 -3.864 -4.392
H 2.043 -4.079 -4.771
H 0.991 -3.147 -5.851
H 2.624 -0.382 -4.264
H 1.672 -0.784 -5.701
H 3.170 -1.684 -5.339
C -0.450 4.252 1.731
N -1.414 3.434 0.995
C -2.674 3.294 1.705
C -3.553 2.224 1.142
N -3.184 1.004 0.845
C -4.361 0.324 0.539
C -4.578 -1.021 0.249
C -5.878 -1.438 0.050
C -6.956 -0.546 0.134
C -6.763 0.787 0.442
C -5.450 1.196 0.656
N -4.897 2.398 1.038
C 0.064 3.569 2.960
N 0.597 2.384 2.968
C 0.873 2.108 4.298
C 1.421 0.966 4.875
C 1.538 0.935 6.250
C 1.126 2.013 7.046
C 0.592 3.161 6.489
C 0.468 3.184 5.105
N -0.046 4.108 4.218
H -0.875 5.229 2.006
H 0.393 4.430 1.068
H -1.580 3.833 0.074
H -3.247 4.233 1.738
H -2.442 3.002 2.735
H -3.745 -1.706 0.196
H -6.077 -2.482 -0.166
H -7.961 -0.911 -0.041
H -7.595 1.474 0.527
H -5.387 3.268 1.146
H 1.729 0.138 4.250
H 1.945 0.057 6.735
H 1.226 1.944 8.122
H 0.277 3.993 7.107
H -0.387 5.024 4.449
O 1.000 -3.660 2.493
C 0.494 -3.651 3.778
C 1.162 -4.169 4.882
C 0.536 -4.176 6.120
C -0.733 -3.643 6.267
C -1.369 -3.073 5.173
C -0.772 -3.065 3.918
P -1.551 -2.398 2.369
C -2.331 -3.975 1.801
C -3.021 -4.851 2.639
C -3.597 -6.005 2.131
C -3.469 -6.313 0.781
C -2.767 -5.461 -0.057
C -2.208 -4.293 0.450
C -2.976 -1.550 3.187
C -4.304 -1.965 3.177
C -5.291 -1.194 3.781
C -4.963 -0.004 4.410
C -3.638 0.413 4.439
C -2.659 -0.348 3.822
C 1.999 -4.538 2.118
C 1.938 -5.881 2.475
C 2.957 -6.739 2.100
C 4.031 -6.265 1.362
C 4.043 -4.947 0.939
C 3.022 -4.064 1.292
P 2.870 -2.342 0.642
C 3.833 -2.542 -0.921
C 4.895 -1.724 -1.290
C 5.526 -1.898 -2.517
C 5.090 -2.869 -3.403
C 4.013 -3.676 -3.057
C 3.390 -3.508 -1.831
C 4.075 -1.457 1.705
C 4.138 -0.072 1.548
C 4.984 0.686 2.343
C 5.748 0.076 3.327
C 5.685 -1.300 3.494
C 4.859 -2.065 2.682
H 2.163 -4.563 4.781
H 1.051 -4.602 6.972
H -1.228 -3.665 7.230
H -2.343 -2.617 5.294
H -3.113 -4.629 3.695
H -4.142 -6.671 2.788
H -3.914 -7.219 0.389
H -2.653 -5.712 -1.105
H -1.665 -3.611 -0.198
H -4.586 -2.891 2.696
H -6.322 -1.526 3.756
H -5.735 0.600 4.871
H -3.368 1.335 4.944
H -1.630 -0.018 3.829
H 1.100 -6.247 3.052
H 2.909 -7.782 2.387
H 4.851 -6.925 1.107
H 4.857 -4.585 0.325
H 5.249 -0.953 -0.620
H 6.372 -1.274 -2.775
H 5.590 -3.003 -4.354
H 3.667 -4.445 -3.738
H 2.565 -4.160 -1.562
H 3.500 0.411 0.814
H 5.034 1.761 2.214
H 6.379 0.673 3.973
H 6.282 -1.780 4.259
H 4.824 -3.139 2.815
Cl -3.404 4.631 -1.191
C -3.308 3.792 -2.727
C -4.164 4.228 -3.715
C -4.201 3.591 -4.948
C -3.368 2.498 -5.144
C -2.512 2.083 -4.146
Cl -1.518 0.685 -4.520
C -2.361 2.708 -2.849
N -1.476 2.349 -1.943
H -4.813 5.071 -3.519
H -4.873 3.922 -5.727
H -3.379 1.964 -6.086
F 1.331 5.634 -7.251
C 1.395 5.049 -6.037
C 2.266 5.569 -5.096
C 2.333 4.969 -3.849
C 1.550 3.854 -3.552
C 0.685 3.365 -4.520
C 0.597 3.957 -5.775
Sb 1.641 2.961 -1.582
C 1.355 4.978 -0.814
C 0.130 5.559 -1.148
C -0.227 6.810 -0.665
C 0.663 7.475 0.156
F 0.321 8.686 0.646
C 1.887 6.941 0.500
C 2.225 5.683 0.011
C 3.824 3.034 -1.599
C 4.532 3.130 -0.402
C 5.921 3.131 -0.376
C 6.597 3.008 -1.572
F 7.946 2.992 -1.561
C 5.937 2.872 -2.777
C 4.549 2.878 -2.779
H 2.874 6.429 -5.346
H 3.008 5.370 -3.102
H 0.067 2.512 -4.285
H -0.077 3.581 -6.535
H -0.558 5.018 -1.791
H -1.180 7.261 -0.915
H 2.558 7.500 1.140
H 3.185 5.259 0.281
H 3.994 3.197 0.539
H 6.475 3.218 0.550
H 6.507 2.760 -3.691
H 4.027 2.772 -3.722
```

- Orbital gap: 6.32 eV
- Highest occupied orbital energy: -6.01 eV
- Charge: 0

***

(2)
ORCA calculation (the ωB97M-V functional and the def2-TZVPD basis) on 12 unconnected molecules or ions with the total composition C14H54NO15P2 in a non-equilibrium geometry.

Structure (XYZ):
```
86
C14H54NO15P2 | the OMol25 dataset | the ωB97M-V functional and the def2-TZVPD basis
C 6.162 0.576 -0.289
C 5.539 0.940 -1.698
O 6.170 0.683 -2.639
N 4.199 1.636 -1.807
C 4.344 2.846 -0.925
P 3.040 0.500 -1.233
P 1.342 1.356 -0.138
O 0.876 0.281 0.745
O 0.174 1.657 -1.178
O 1.689 2.610 0.796
H 7.153 1.042 -0.161
H 6.307 -0.517 -0.215
H 5.505 0.881 0.565
H 5.334 3.304 -1.086
H 4.241 2.622 0.151
H 3.566 3.573 -1.205
H 2.483 -0.122 -2.384
H 3.697 -0.554 -0.537
H -0.342 0.807 -1.209
H 2.390 2.412 1.441
C 5.347 -0.186 3.874
O 4.659 0.790 3.077
H 6.108 0.320 4.461
H 4.643 -0.679 4.546
H 5.822 -0.927 3.228
H 3.991 0.318 2.567
C -2.309 -2.128 0.647
O -1.716 -0.837 0.509
H -3.125 -2.212 -0.068
H -1.570 -2.906 0.442
H -2.703 -2.247 1.660
H -0.997 -0.780 1.148
C -1.952 -0.423 -4.128
O -1.176 0.348 -3.194
H -2.105 -1.418 -3.718
H -2.919 0.054 -4.285
H -1.418 -0.500 -5.074
H -1.055 1.222 -3.580
C -4.047 1.628 -0.750
O -5.083 1.001 -0.001
H -4.425 1.843 -1.747
H -3.750 2.564 -0.268
H -3.184 0.962 -0.826
H -4.729 0.820 0.878
C -4.367 -4.371 -2.041
O -3.103 -4.661 -2.642
H -4.577 -3.314 -2.164
H -5.151 -4.956 -2.531
H -4.335 -4.610 -0.977
H -2.937 -5.602 -2.521
C -6.257 2.071 3.384
O -5.180 1.260 3.852
H -6.809 1.511 2.632
H -6.926 2.320 4.210
H -5.863 2.986 2.935
H -4.703 1.770 4.514
C -5.566 -2.226 -4.690
O -4.303 -2.522 -5.274
H -5.775 -1.165 -4.813
H -6.351 -2.805 -5.183
H -5.539 -2.462 -3.626
H -4.143 -3.464 -5.150
C -6.828 -1.799 -0.159
O -5.752 -2.603 0.320
H -7.380 -2.363 -0.909
H -7.498 -1.547 0.667
H -6.432 -0.888 -0.609
H -5.284 -2.081 0.980
C 5.461 3.089 5.678
O 4.124 3.019 5.199
H 5.471 3.654 6.607
H 5.840 2.082 5.866
H 6.095 3.593 4.942
H 4.143 2.514 4.379
C 0.269 -0.165 -7.496
O -1.146 -0.307 -7.457
H 0.609 0.167 -6.516
H 0.737 -1.124 -7.732
H 0.552 0.578 -8.245
H -1.428 -0.602 -8.329
C 7.383 0.675 7.828
O 7.639 -0.524 7.102
H 7.896 1.497 7.334
H 6.309 0.875 7.841
H 7.756 0.581 8.851
H 7.178 -1.238 7.555
```

- Orbital gap: 7.29 eV
- Highest occupied orbital energy: -11.59 eV
- Charge: +1

***

(3)
ORCA calculation (the ωB97M-V functional and the def2-TZVPD basis) on 3 unconnected molecules or ions with the total composition C29H42ClF7N5O11P2S in a non-equilibrium geometry.

Structure (XYZ):
```
98
C29H42ClF7N5O11P2S | the OMol25 dataset | the ωB97M-V functional and the def2-TZVPD basis
C 5.106 -4.877 0.062
C 5.902 -3.485 0.425
O 7.002 -3.882 1.366
C 4.944 -2.370 1.225
O 4.724 -1.152 0.436
C 3.419 -0.530 0.685
P 3.278 -0.218 2.594
O 4.883 0.111 3.280
Cl 2.460 -1.968 3.575
N 2.176 -1.066 -0.041
C 2.428 -2.215 -1.026
C 1.758 -3.736 -0.836
C 2.057 -4.994 -1.883
C 3.059 -4.825 -3.188
C 3.741 -3.340 -3.394
C 3.430 -2.081 -2.356
C 1.266 -0.006 -0.699
N -0.113 -0.083 -0.891
C -0.846 1.062 -1.623
C -2.477 0.852 -1.690
F -2.992 1.984 -2.548
C -0.966 -1.255 -0.481
O -1.048 -2.270 -1.387
C -1.860 -1.441 0.873
F -3.284 -1.308 0.481
F -1.702 -2.898 1.253
C -1.395 -0.600 2.183
F 0.044 -0.246 2.208
F -1.590 -1.528 3.363
C -2.239 0.748 2.549
F -1.794 1.132 3.944
F -3.725 0.524 2.710
C -1.902 2.067 1.625
O -0.655 2.523 1.349
O -3.005 2.914 1.060
N 2.268 1.065 -1.031
P 2.493 1.584 -2.707
S 3.760 3.105 -2.877
C 3.517 0.918 -0.149
O 4.821 0.702 -0.861
C 3.377 2.316 0.755
C 4.771 2.772 1.482
C 5.025 4.351 1.121
C 4.166 5.320 2.153
O 4.842 5.766 3.240
O 2.773 5.746 1.936
H 5.708 -5.783 0.548
H 4.018 -4.943 0.491
H 5.111 -4.998 -1.102
H 6.381 -2.968 -0.508
H 6.540 -4.430 2.091
H 3.881 -2.907 1.304
H 5.461 -2.214 2.262
H 4.729 0.807 3.986
H 1.046 -3.977 0.060
H 1.594 -6.082 -1.737
H 3.342 -5.672 -3.944
H 4.496 -3.164 -4.293
H 3.992 -1.080 -2.581
H -0.479 0.952 -2.754
H -0.549 2.122 -1.227
H -2.789 -0.134 -2.275
H -3.032 0.962 -0.667
H -3.342 3.465 1.836
H 3.013 0.571 -3.609
H 1.274 2.083 -3.359
H 5.303 1.572 -0.977
H 3.135 3.161 -0.054
H 2.432 2.301 1.466
H 5.695 2.072 1.213
H 4.622 2.710 2.661
H 4.770 4.628 -0.005
H 6.183 4.550 1.257
H 2.402 5.337 1.099
C -7.485 2.758 2.322
C -6.490 3.035 3.414
O -5.555 3.818 3.264
N -6.648 2.384 4.603
C -7.675 1.436 4.965
H -7.233 3.347 1.436
H -7.459 1.699 2.054
H -8.488 3.043 2.652
H -5.942 2.620 5.289
H -8.210 1.831 5.832
H -7.188 0.497 5.238
H -8.382 1.256 4.154
C -5.810 -0.648 -6.053
C -4.823 -0.871 -4.941
O -3.609 -0.795 -5.119
N -5.312 -1.166 -3.702
C -6.693 -1.296 -3.302
H -5.275 -0.423 -6.980
H -6.406 -1.551 -6.208
H -6.457 0.199 -5.812
H -4.590 -1.302 -3.005
H -6.887 -0.566 -2.512
H -6.837 -2.304 -2.905
H -7.385 -1.129 -4.128
```

- Orbital gap: 6.06 eV
- Highest occupied orbital energy: -11.51 eV
- Charge: +1

***

(4)
ORCA calculation (the ωB97M-V functional and the def2-TZVPD basis) on a molecular structure, C27H58FeNP3 in a non-equilibrium geometry.

Structure (XYZ):
```
90
C27H58FeNP3 | the OMol25 dataset | the ωB97M-V functional and the def2-TZVPD basis
P 2.001 -2.546 -1.547
P -1.226 -3.967 -0.494
C 1.223 -4.217 -1.876
C -0.275 -4.175 -2.061
H 1.530 -4.864 -1.035
H 1.714 -4.507 -2.812
H -0.597 -3.283 -2.636
H -0.619 -5.073 -2.584
C -0.858 -5.370 0.666
H -1.324 -5.110 1.627
H 0.220 -5.482 0.790
H -1.298 -6.329 0.350
C -2.580 -5.116 -1.279
H -2.156 -6.123 -1.465
H -2.967 -4.802 -2.261
H -3.457 -5.313 -0.643
C 3.758 -3.095 -1.510
H 4.471 -2.512 -2.119
H 3.807 -4.142 -1.827
H 4.068 -3.043 -0.455
C 1.599 -1.470 -3.026
H 0.523 -1.546 -3.260
H 2.249 -1.749 -3.878
H 1.758 -0.411 -2.744
Fe 0.968 -1.480 -0.149
C -5.418 -2.218 -1.416
C -4.282 -2.254 -0.743
C -3.076 -1.310 -0.891
C -2.866 -0.375 -2.098
C -2.742 -1.013 -3.482
C -3.564 -1.947 -4.021
C -5.063 -2.158 -3.859
C -5.692 -1.411 -2.628
C 2.364 -0.066 -0.523
H -6.156 -3.013 -1.253
H -4.079 -3.087 -0.060
H -2.184 -1.955 -0.924
H -2.891 -0.766 0.058
H -3.519 0.509 -2.070
H -1.868 0.075 -1.955
H -1.819 -0.753 -4.059
H -3.119 -2.507 -4.867
H -5.209 -3.264 -3.807
H -5.508 -1.777 -4.802
H -5.280 -0.396 -2.564
H -6.774 -1.303 -2.807
H 3.290 -0.110 0.067
H 1.954 0.958 -0.440
H 2.650 -0.048 -1.579
C -1.968 -1.080 2.899
C -0.706 -0.498 3.572
C -1.157 0.399 4.745
C 0.078 -1.724 4.074
P 0.346 0.457 2.397
N 0.515 -0.550 1.140
C -0.439 2.037 1.837
C -0.242 3.087 2.951
C 0.166 2.544 0.526
C -1.944 1.900 1.551
C 2.071 0.766 2.962
C 3.003 -0.452 2.759
C 2.801 1.963 2.322
C 2.051 1.024 4.467
H -2.570 -1.611 3.658
H -1.713 -1.794 2.103
H -2.629 -0.317 2.480
H -1.658 -0.222 5.503
H -0.323 0.888 5.255
H -1.879 1.168 4.445
H 0.463 -2.303 3.225
H 0.902 -1.492 4.753
H -0.608 -2.371 4.644
H 0.801 3.377 3.080
H -0.788 4.006 2.696
H -0.623 2.745 3.919
H 0.077 1.795 -0.264
H -0.379 3.441 0.197
H 1.208 2.842 0.619
H -2.148 1.143 0.785
H -2.543 1.686 2.441
H -2.326 2.859 1.161
H 3.023 -0.739 1.711
H 2.676 -1.314 3.353
H 4.040 -0.183 3.044
H 2.440 2.931 2.690
H 3.853 1.912 2.652
H 2.801 1.912 1.234
H 1.413 1.886 4.706
H 1.741 0.113 4.997
H 3.093 1.259 4.752
```

- Orbital gap (spin up / spin down): 5.50 / 7.62 eV
- Highest occupied orbital energy (spin up / spin down): -4.77 / -6.93 eV
- Charge: 0
- Spin multiplicity: 5

***

(5)
ORCA calculation (the ωB97M-V functional and the def2-TZVPD basis) on 4 unconnected molecules or ions with the total composition C2H12N2O3 in a non-equilibrium geometry.

Structure (XYZ):
```
19
C2H12N2O3 | the OMol25 dataset | the ωB97M-V functional and the def2-TZVPD basis
C -0.562 1.177 -0.338
C 0.081 1.586 0.811
N -0.495 2.293 1.931
N 0.207 0.491 -1.323
H -1.637 1.270 -0.477
H 1.060 1.338 1.166
H -0.109 2.313 2.844
H -1.490 2.465 1.952
H 1.149 0.426 -1.031
H 0.175 0.940 -2.186
H 3.375 -0.389 -1.325
H 2.996 -1.078 -0.071
O 3.017 -0.275 -0.502
H 0.215 -1.416 -0.362
H -0.388 -1.691 -1.712
O -0.356 -2.109 -0.810
H -1.903 -2.100 -0.062
H -2.586 -2.955 1.087
O -2.747 -2.287 0.408
```

- Orbital gap: 7.87 eV
- Highest occupied orbital energy: -7.42 eV
- Charge: 0
- SMILES string: N/C=C/N.O.O.O

***

(6)
ORCA calculation (the ωB97M-V functional and the def2-TZVPD basis) on a gas-phase ion, HN6O (charge -1) in a non-equilibrium geometry.

Structure (XYZ):
```
8
HN6O | the OMol25 dataset | the ωB97M-V functional and the def2-TZVPD basis
N -1.008 -0.759 -0.260
N -0.003 -1.513 -0.183
N 1.202 -1.177 0.113
N -0.292 1.359 0.323
N 1.662 -0.048 0.511
N -1.193 0.626 -0.032
O -2.379 0.951 -0.242
H 2.012 0.562 -0.229
```

- Orbital gap (spin up / spin down): 7.19 / 7.21 eV
- Highest occupied orbital energy (spin up / spin down): -3.77 / -3.77 eV
- Charge: -1

***

> The lowest charge belongs to which entry?

HN6O

***

> Number 3 is which compound?

C29H42ClF7N5O11P2S

***

Repeat the third record exactly.
ORCA calculation (the ωB97M-V functional and the def2-TZVPD basis) on 3 unconnected molecules or ions with the total composition C29H42ClF7N5O11P2S in a non-equilibrium geometry.

Structure (XYZ):
```
98
C29H42ClF7N5O11P2S | the OMol25 dataset | the ωB97M-V functional and the def2-TZVPD basis
C 5.106 -4.877 0.062
C 5.902 -3.485 0.425
O 7.002 -3.882 1.366
C 4.944 -2.370 1.225
O 4.724 -1.152 0.436
C 3.419 -0.530 0.685
P 3.278 -0.218 2.594
O 4.883 0.111 3.280
Cl 2.460 -1.968 3.575
N 2.176 -1.066 -0.041
C 2.428 -2.215 -1.026
C 1.758 -3.736 -0.836
C 2.057 -4.994 -1.883
C 3.059 -4.825 -3.188
C 3.741 -3.340 -3.394
C 3.430 -2.081 -2.356
C 1.266 -0.006 -0.699
N -0.113 -0.083 -0.891
C -0.846 1.062 -1.623
C -2.477 0.852 -1.690
F -2.992 1.984 -2.548
C -0.966 -1.255 -0.481
O -1.048 -2.270 -1.387
C -1.860 -1.441 0.873
F -3.284 -1.308 0.481
F -1.702 -2.898 1.253
C -1.395 -0.600 2.183
F 0.044 -0.246 2.208
F -1.590 -1.528 3.363
C -2.239 0.748 2.549
F -1.794 1.132 3.944
F -3.725 0.524 2.710
C -1.902 2.067 1.625
O -0.655 2.523 1.349
O -3.005 2.914 1.060
N 2.268 1.065 -1.031
P 2.493 1.584 -2.707
S 3.760 3.105 -2.877
C 3.517 0.918 -0.149
O 4.821 0.702 -0.861
C 3.377 2.316 0.755
C 4.771 2.772 1.482
C 5.025 4.351 1.121
C 4.166 5.320 2.153
O 4.842 5.766 3.240
O 2.773 5.746 1.936
H 5.708 -5.783 0.548
H 4.018 -4.943 0.491
H 5.111 -4.998 -1.102
H 6.381 -2.968 -0.508
H 6.540 -4.430 2.091
H 3.881 -2.907 1.304
H 5.461 -2.214 2.262
H 4.729 0.807 3.986
H 1.046 -3.977 0.060
H 1.594 -6.082 -1.737
H 3.342 -5.672 -3.944
H 4.496 -3.164 -4.293
H 3.992 -1.080 -2.581
H -0.479 0.952 -2.754
H -0.549 2.122 -1.227
H -2.789 -0.134 -2.275
H -3.032 0.962 -0.667
H -3.342 3.465 1.836
H 3.013 0.571 -3.609
H 1.274 2.083 -3.359
H 5.303 1.572 -0.977
H 3.135 3.161 -0.054
H 2.432 2.301 1.466
H 5.695 2.072 1.213
H 4.622 2.710 2.661
H 4.770 4.628 -0.005
H 6.183 4.550 1.257
H 2.402 5.337 1.099
C -7.485 2.758 2.322
C -6.490 3.035 3.414
O -5.555 3.818 3.264
N -6.648 2.384 4.603
C -7.675 1.436 4.965
H -7.233 3.347 1.436
H -7.459 1.699 2.054
H -8.488 3.043 2.652
H -5.942 2.620 5.289
H -8.210 1.831 5.832
H -7.188 0.497 5.238
H -8.382 1.256 4.154
C -5.810 -0.648 -6.053
C -4.823 -0.871 -4.941
O -3.609 -0.795 -5.119
N -5.312 -1.166 -3.702
C -6.693 -1.296 -3.302
H -5.275 -0.423 -6.980
H -6.406 -1.551 -6.208
H -6.457 0.199 -5.812
H -4.590 -1.302 -3.005
H -6.887 -0.566 -2.512
H -6.837 -2.304 -2.905
H -7.385 -1.129 -4.128
```

- Orbital gap: 6.06 eV
- Highest occupied orbital energy: -11.51 eV
- Charge: +1

***

> charge of number 6 (HN6O)?

-1